# 1
Here is an isolated molecule of C4H8N2O from OMol25. Energies are from the ωB97M-V functional and the def2-TZVPD basis.

Geometry as XYZ:
```
15
C4H8N2O (the ωB97M-V functional and the def2-TZVPD basis)
O 1.1762 -0.4930 -1.1599
N 1.7439 0.2615 1.0199
N 0.1934 1.5920 -0.5076
C -0.8795 0.7040 -1.1041
C -0.9582 -1.4705 0.4853
C 0.8919 0.3252 -0.1000
C -0.2541 -0.4869 -0.4038
H -1.9199 0.9557 -0.8589
H -1.6108 -2.1513 -0.0620
H 2.6735 -0.0545 0.7662
H 1.7978 1.1742 1.4469
H -0.2525 -2.0124 1.1175
H -0.2142 1.9271 0.3734
H -0.7693 0.6339 -2.1871
H -1.6182 -0.9050 1.1742
```

Properties
Highest occupied orbital energy (eV): -8.63
Energy relative to the best compared isomer or geometry (same formula, charge and spin) (kcal per mole): 85.0
SMILES string: C[C@@]12CN[C@]1(N)O2
DFT total energy (eV): -9302.7069
Orbital gap (eV): 9.50

***

# 2
Here is an isolated molecule of C4H8N2O from OMol25. Energies are from the ωB97M-V functional and the def2-TZVPD basis.

Geometry as XYZ:
```
15
C4H8N2O (the ωB97M-V functional and the def2-TZVPD basis)
O 1.6468 1.2697 0.0494
N -0.5171 -2.2862 -1.8388
N -0.6130 -0.2710 0.9283
C 0.1160 -0.5268 -0.2994
C 1.5766 -0.0946 -0.2918
C -0.0660 -1.8862 -0.8499
C -1.4503 0.9142 0.7738
H 1.9680 -0.1969 -1.3119
H -2.2230 0.8258 -0.0075
H -1.9321 1.1701 1.7181
H -1.1750 -1.0737 1.1929
H 1.4543 1.3188 0.9954
H 2.1806 -0.7140 0.3843
H -0.3474 0.0252 -1.1300
H -0.7988 1.7405 0.4896
```

Properties
Highest occupied orbital energy (eV): -9.65
Energy relative to the best compared isomer or geometry (same formula, charge and spin) (kcal per mole): 63.8
SMILES string: CN[C@H](C#N)CO
DFT total energy (eV): -9303.6257
Orbital gap (eV): 10.02

***

# 3
Here is an isolated molecule of C4H8N2O from OMol25. Energies are from the ωB97M-V functional and the def2-TZVPD basis.

Geometry as XYZ:
```
15
C4H8N2O (the ωB97M-V functional and the def2-TZVPD basis)
O 0.7055 -0.0065 1.5154
N 2.8521 -1.4264 0.0453
N -1.8108 -0.2142 0.3691
C 0.6539 1.3470 -0.5633
C -0.6892 -0.7627 -0.3815
C 0.6060 -0.0405 0.1139
C 1.8693 -0.8308 -0.1010
H -2.0105 -0.7900 1.1854
H -0.1267 0.1749 1.9570
H -2.6387 -0.0426 -0.1946
H -0.8227 -0.6256 -1.4689
H -0.5898 -1.8414 -0.2520
H 1.4943 1.9353 -0.1927
H 0.7844 1.2303 -1.6463
H -0.2811 1.9121 -0.4202
```

Properties
Highest occupied orbital energy (eV): -10.06
Energy relative to the best compared isomer or geometry (same formula, charge and spin) (kcal per mole): 42.3
SMILES string: C[C@](O)(C#N)CN
DFT total energy (eV): -9304.5569
Orbital gap (eV): 10.67

***

# 4
Here is an isolated molecule of C4H8N2O from OMol25. Energies are from the ωB97M-V functional and the def2-TZVPD basis.

Geometry as XYZ:
```
15
C4H8N2O (the ωB97M-V functional and the def2-TZVPD basis)
O -0.2143 0.7526 1.4169
N -1.6387 -1.1034 0.3004
N 2.0741 -0.8727 -0.5349
C 0.9217 -0.5060 -0.2622
C 1.2097 2.0501 0.0096
C 0.5839 0.7591 0.4640
C -0.4003 -1.4175 -0.5706
H -2.1684 -1.9266 0.5949
H -0.1374 -2.4564 -0.3726
H -2.2939 -0.4757 -0.1684
H 0.7667 2.8811 0.5613
H 1.0025 2.1598 -1.0612
H -0.7484 -1.3309 -1.6093
H 2.2950 2.0420 0.1182
H -1.2524 -0.5556 1.1138
```

Properties
Highest occupied orbital energy (eV): -6.34
Energy relative to the best compared isomer or geometry (same formula, charge and spin) (kcal per mole): 97.3
DFT total energy (eV): -9302.1720
Orbital gap (eV): 6.23

***

# 5
Here is a 2-piece molecular cluster, C4H8N2O overall from OMol25. Energies are from the ωB97M-V functional and the def2-TZVPD basis.

Geometry as XYZ:
```
15
C4H8N2O (the ωB97M-V functional and the def2-TZVPD basis)
O -3.4136 -1.0235 0.1383
N -3.4825 1.2540 -0.0057
N -3.9179 0.0549 -0.0438
C 1.0395 -0.5238 -0.0803
C 2.4708 0.0071 -0.0111
C -0.1117 -0.0559 0.7369
C -0.2291 0.1427 -0.5346
H -2.4984 1.2368 0.2262
H -0.6914 -0.1073 1.6270
H 2.8173 0.6643 -0.8355
H 3.0749 -0.9084 0.0560
H -0.4414 0.5253 -1.5257
H -4.9306 0.2388 -0.3005
H 1.1346 -1.4838 -0.4416
H 2.7930 0.4199 0.9884
```

Properties
Highest occupied orbital energy (spin up / spin down) (eV): -7.16 / -9.53
Energy relative to the best compared isomer or geometry (same formula, charge and spin) (kcal per mole): 112.3
<S²>: 2.01
2S+1: 3
DFT total energy (eV): -9295.7922
Orbital gap (spin up / spin down) (eV): 8.38 / 7.15

***

# 6
Here is an isolated molecule of C4H8N2O2 from OMol25. Energies are from the ωB97M-V functional and the def2-TZVPD basis.

Geometry as XYZ:
```
16
C4H8N2O2 (the ωB97M-V functional and the def2-TZVPD basis)
O 3.0761 -1.2071 0.4436
O -1.4118 0.1473 -0.7879
N 2.4160 -0.2299 0.1980
N 0.6435 -1.9954 -0.2436
C -2.1133 -0.5077 0.2364
C 0.3540 1.7604 0.1202
C 0.1956 0.4810 -0.6706
C 0.7673 -0.7535 -0.1443
H 0.2304 1.5868 1.1924
H -1.8975 -1.5832 0.2820
H -0.4174 2.4791 -0.1700
H 1.4992 -2.4803 0.0717
H -3.1889 -0.4464 0.0310
H 0.4348 0.5960 -1.7277
H 1.3410 2.2008 -0.0478
H -1.9290 -0.0478 1.2167
```

Properties
Highest occupied orbital energy (eV): -8.89
Energy relative to the best compared isomer or geometry (same formula, charge and spin) (kcal per mole): 138.3
SMILES string: [H]/N=C(\N=O)[C@H](C)OC
DFT total energy (eV): -11348.1163
Orbital gap (eV): 8.00

***

# 7
Here is an isolated molecule of C4H8N2O2 from OMol25. Energies are from the ωB97M-V functional and the def2-TZVPD basis.

Geometry as XYZ:
```
16
C4H8N2O2 (the ωB97M-V functional and the def2-TZVPD basis)
O 0.3852 0.0434 -1.8182
O 1.0166 1.2746 0.1911
N -0.4401 -1.0995 0.0309
N -0.1105 1.0765 0.9347
C 0.0770 -0.9716 -1.2275
C -0.3933 2.1092 1.9004
C -0.7362 -0.1234 0.8768
C 0.5552 -2.2488 -1.9112
H -1.1003 1.6111 2.5605
H 1.2824 -1.9468 -2.6391
H -0.9402 2.8657 1.3736
H 0.4568 2.5113 2.4223
H -1.4988 -0.2975 1.6280
H 0.8652 -2.9657 -1.2535
H -0.2387 -2.6781 -2.4189
H 0.8197 0.8399 -0.6499
```

Properties
Highest occupied orbital energy (eV): -9.08
Energy relative to the best compared isomer or geometry (same formula, charge and spin) (kcal per mole): 77.7
SMILES string: CC(=O)/N=C\N(C)O
DFT total energy (eV): -11350.7417
Orbital gap (eV): 9.77

***

# 8
Here is an isolated molecule of C4H8N2O2 from OMol25. Energies are from the ωB97M-V functional and the def2-TZVPD basis.

Geometry as XYZ:
```
16
C4H8N2O2 (the ωB97M-V functional and the def2-TZVPD basis)
O -0.0092 -1.1794 -0.1401
O 1.9376 1.9849 -1.3895
N 0.7216 1.3284 -1.1866
N -0.6516 0.9186 0.6636
C 0.7585 -1.5522 0.9809
C 0.1328 1.6225 -0.0162
C -1.0530 -0.3495 0.2161
C -2.2287 -0.8878 0.1914
H 1.3912 -2.4443 0.7178
H 1.3984 -0.6823 1.2615
H 0.1618 -1.8494 1.8054
H 0.3065 2.6728 0.3374
H -2.3678 -1.8621 -0.2002
H 1.9288 2.3178 -2.2699
H -3.1336 -0.4035 0.5305
H 0.7066 0.3655 -1.5022
```

Properties
Highest occupied orbital energy (eV): -8.82
Energy relative to the best compared isomer or geometry (same formula, charge and spin) (kcal per mole): 105.4
SMILES string: C=C(/N=C\NO)OC
DFT total energy (eV): -11349.5403
Orbital gap (eV): 9.58

***

# 9
Here is a 2-piece molecular cluster, C4H8N2O2 overall from OMol25. Energies are from the ωB97M-V functional and the def2-TZVPD basis.

Geometry as XYZ:
```
16
C4H8N2O2 (the ωB97M-V functional and the def2-TZVPD basis)
O 0.6363 2.1012 -1.3136
O 1.4271 0.0063 1.2797
N 1.3009 0.7497 0.2523
N -0.4135 -0.7028 -1.2079
C -0.8856 1.9888 0.5350
C -0.3500 -1.6976 -0.6398
C -0.4732 -2.9255 0.0974
C 0.2641 1.4563 -0.2171
H -0.6013 2.6288 1.3124
H -1.5919 2.4699 -0.0917
H 2.1539 0.7799 -0.3133
H 0.4730 -3.4040 0.3769
H -1.0149 -3.6444 -0.4702
H 1.4069 1.6279 -1.6685
H -0.8806 -2.6575 1.0329
H -1.4513 1.2231 1.0355
```

Properties
Highest occupied orbital energy (spin up / spin down) (eV): -7.44 / -7.44
Energy relative to the best compared isomer or geometry (same formula, charge and spin) (kcal per mole): 106.9
SMILES string: C/C(O)=[NH+]\[O-].CC#N
DFT total energy (eV): -11349.4755
Orbital gap (spin up / spin down) (eV): 8.20 / 8.21

***

# 10
Here is an isolated molecule of C4H8N2O2 from OMol25. Energies are from the ωB97M-V functional and the def2-TZVPD basis.

Geometry as XYZ:
```
16
C4H8N2O2 (the ωB97M-V functional and the def2-TZVPD basis)
O -0.1961 -1.4041 1.2685
O -0.5093 0.0321 -1.4140
N -0.9692 2.5477 1.0001
N -0.4568 1.2021 0.7848
C 1.5951 -1.0321 -0.4896
C 0.2513 -1.2116 -1.2080
C 0.4902 -1.8620 0.0446
C -0.7547 0.9801 -0.4815
H -0.3521 2.8885 1.9054
H 2.4972 -1.3264 -1.1587
H 1.8288 0.0233 -0.0305
H 0.4803 -2.9786 0.0913
H -0.0501 -1.7375 -2.0415
H -0.3434 -0.3867 1.1173
H -2.1054 2.4593 1.5019
H -1.4057 1.8059 -0.8901
```

Properties
Highest occupied orbital energy (eV): -9.22
Energy relative to the best compared isomer or geometry (same formula, charge and spin) (kcal per mole): 150.9
SMILES string: N/N=C/O[C@H]1C[C@H]1O
DFT total energy (eV): -11347.5683
Orbital gap (eV): 10.12

***

# 11
Here is an isolated molecule of C4H8N2O2 from OMol25. Energies are from the ωB97M-V functional and the def2-TZVPD basis.

Geometry as XYZ:
```
16
C4H8N2O2 (the ωB97M-V functional and the def2-TZVPD basis)
O -0.8830 2.3913 0.2086
O -1.6947 1.1667 -1.4760
N -0.6125 0.0635 1.8126
N 0.9805 -0.9998 -1.3246
C -0.5925 -0.0526 0.3817
C 1.4147 -1.6237 -0.0987
C -1.0528 1.3182 -0.3166
C 0.8170 -0.2274 -0.1240
H -0.1477 0.9270 2.0865
H -1.5631 0.1068 2.1624
H 2.4719 -1.7059 0.1250
H -1.2189 -0.8750 0.0333
H 1.4763 0.6109 0.0844
H -1.9287 2.0332 -1.8508
H 1.7254 -0.6783 -1.9338
H 0.8081 -2.4550 0.2300
```

Properties
Highest occupied orbital energy (eV): -9.31
Energy relative to the best compared isomer or geometry (same formula, charge and spin) (kcal per mole): 45.2
SMILES string: N[C@@H](C(=O)O)[C@H]1CN1
DFT total energy (eV): -11352.1529
Orbital gap (eV): 10.08

***

# 12
Here is a 2-piece molecular cluster, C4H8N2O2 overall from OMol25. Energies are from the ωB97M-V functional and the def2-TZVPD basis.

Geometry as XYZ:
```
16
C4H8N2O2 (the ωB97M-V functional and the def2-TZVPD basis)
O 0.5613 0.1923 -1.6972
O -0.5667 -1.0397 0.4987
N 1.9699 0.2102 0.2469
N 1.4545 -1.7947 -1.0129
C 1.4767 1.0748 0.9797
C -2.0678 0.7244 -0.1663
C 1.0302 -0.5148 -0.8410
C -1.2502 -0.0542 0.8156
H 1.3680 -2.1633 -1.9475
H -1.4642 0.1093 1.8868
H 1.8865 -2.2441 -0.2233
H -2.8164 0.0609 -0.6047
H 0.3358 1.1771 1.0601
H -1.4189 1.0358 -0.9885
H -2.5579 1.5697 0.3058
H 2.0590 1.6563 1.6879
```

Properties
Highest occupied orbital energy (eV): -9.26
Energy relative to the best compared isomer or geometry (same formula, charge and spin) (kcal per mole): 71.9
SMILES string: C=NC(N)=O.CC=O
DFT total energy (eV): -11350.9956
Orbital gap (eV): 9.70

***

# 13
Here is C4H8N2O2 as an isolated structure from OMol25. Energies are from the ωB97M-V functional and the def2-TZVPD basis.

Geometry as XYZ:
```
16
C4H8N2O2 (the ωB97M-V functional and the def2-TZVPD basis)
O 0.3831 1.5035 -0.3541
O -1.9528 -0.8684 0.5173
N 2.4626 -0.0365 0.5437
N 1.9452 -0.9762 -0.2720
C 0.6938 -0.9245 -0.3693
C -1.6801 -0.2504 -0.7090
C -0.9503 0.1833 1.0487
C -0.3276 0.1894 -0.1805
H -1.4075 1.1250 1.4196
H 3.5520 -0.1484 0.1697
H -1.8919 -0.9745 -1.4544
H 0.3361 -1.9860 -0.7847
H -2.1885 0.7225 -0.8695
H -0.6571 2.0065 -0.7945
H 2.0680 0.8612 0.3731
H -0.3851 -0.4266 1.7159
```

Properties
Highest occupied orbital energy (eV): -9.00
Energy relative to the best compared isomer or geometry (same formula, charge and spin) (kcal per mole): 173.7
DFT total energy (eV): -11346.5813
Orbital gap (eV): 9.22

***

# 14
Here is C4H8N2O2 as an isolated structure from OMol25. Energies are from the ωB97M-V functional and the def2-TZVPD basis.

Geometry as XYZ:
```
16
C4H8N2O2 (the ωB97M-V functional and the def2-TZVPD basis)
O 2.0157 -1.4506 0.5031
O 3.3422 0.2219 0.0560
N -0.7511 -0.9529 -0.5897
N -0.2589 0.4159 -0.3800
C 1.2127 0.5048 -0.8867
C 2.2430 -0.3582 -0.1263
C -0.9115 0.9749 0.8126
C -2.0695 -0.9320 -0.1676
H -2.8690 0.2799 -0.1695
H 0.8868 -1.8315 0.4573
H 0.2546 1.4064 1.5633
H -2.4846 -2.0983 -0.0588
H -1.6905 0.0045 1.5430
H -1.7353 2.1858 0.1995
H 1.8456 1.4294 -0.8428
H 0.9698 0.2000 -1.9135
```

Properties
Highest occupied orbital energy (eV): -8.84
Energy relative to the best compared isomer or geometry (same formula, charge and spin) (kcal per mole): 264.8
DFT total energy (eV): -11342.6318
Orbital gap (eV): 8.63

***

# 15
Here is an isolated molecule of C4H8N2O2 from OMol25. Energies are from the ωB97M-V functional and the def2-TZVPD basis.

Geometry as XYZ:
```
16
C4H8N2O2 (the ωB97M-V functional and the def2-TZVPD basis)
O 1.0392 1.6790 -0.9438
O 0.4105 -0.3071 0.3187
N -1.4597 0.8313 0.1186
N 0.6854 1.9409 1.3136
C 1.3934 -1.0952 -0.3920
C -1.5186 -1.5963 -0.4937
C -1.0718 -0.4059 -0.0662
C 0.5646 1.3601 0.0967
H -2.5763 -1.7055 -0.6845
H 1.3250 -0.9020 -1.4614
H 1.1985 -2.1410 -0.1718
H -2.3933 1.0422 -0.2044
H 0.9048 2.9263 1.2643
H -0.8773 -2.4426 -0.6748
H 0.0063 1.6195 1.9893
H 2.3692 -0.8037 -0.0087
```

Properties
Highest occupied orbital energy (eV): -7.39
Energy relative to the best compared isomer or geometry (same formula, charge and spin) (kcal per mole): 98.4
DFT total energy (eV): -11349.8443
Orbital gap (eV): 8.27

***

# 16
Here is an isolated molecule of C4H8N2O3 from OMol25. Energies are from the ωB97M-V functional and the def2-TZVPD basis.

Geometry as XYZ:
```
17
C4H8N2O3 (the ωB97M-V functional and the def2-TZVPD basis)
O -0.9769 -0.1425 0.9903
O -2.2364 -0.6042 1.4069
O 2.7864 -0.9254 -1.2199
N 0.3852 0.1369 -0.7394
N 2.5531 -0.1562 -0.1501
C -1.7418 -0.5781 -1.3653
C 1.3216 1.1203 1.3334
C 1.4233 0.3031 0.1171
C -0.7501 -0.1956 -0.3970
H -2.3954 -1.3859 -0.9972
H -1.4505 -0.8032 -2.4438
H 1.0221 2.0874 1.1909
H -2.5959 0.0731 -1.5634
H 2.0908 -0.9356 -1.8741
H -2.5663 0.1614 1.9709
H 2.3981 1.2297 1.6394
H 0.7329 0.6148 2.1012
```

Properties
Highest occupied orbital energy (eV): -8.91
Energy relative to the best compared isomer or geometry (same formula, charge and spin) (kcal per mole): 159.0
SMILES string: CC(=N/O)/N=C(/C)OO
DFT total energy (eV): -13394.7934
Orbital gap (eV): 9.28